(1)
The following is a quantum chemistry calculation of a molecular structure, C5H13N2O at a distorted geometry, from OMol25.

Computed properties:
frontier orbital gap (spin up / spin down)	9.99 / 9.68	eV
max |F|	4.2	eV/A
lowest unoccupied orbital energy (spin up / spin down)	0.0143 / -0.0127	Ha
molecular weight	117.17	g/mol
HOMO (spin up / spin down)	-9.60 / -10.03	eV

The geometry in ORCA input format:
```
! RIJCOSX wB97M-V def2-TZVPD def2/J DEFGRID3
* xyz 0 2
O -1.20668 -0.32046 2.12569
C -0.62170 0.39980 1.40938
N 0.06002 1.20098 0.80660
C 0.77045 2.36713 3.54609
C 0.10693 -1.18656 -1.42941
N 0.03931 -1.09906 -2.87554
C -0.93920 -0.11621 -3.22378
C 0.72640 -2.37728 -0.73617
H 1.03708 1.36990 3.89780
H 1.38637 3.12412 4.01782
H -0.27604 2.50821 3.81377
H 0.86267 2.32426 2.45522
H 0.64690 -0.32918 -1.01495
H -0.73628 0.55144 0.10451
H -0.92715 -0.95610 -1.04633
H -0.84199 0.22249 -4.26587
H -0.87526 0.83834 -2.68934
H -1.94845 -0.55738 -3.21139
H 0.10730 -3.25924 -0.89155
H 1.73691 -2.57988 -1.10757
H 0.89240 -2.12531 0.31501
*
```

(2)
The following is a quantum chemistry calculation of a molecular structure, C22H31LuN14O3S2 at a distorted geometry, from OMol25.

Computed properties:
frontier orbital gap	8.60	eV
max |F|	1.6	eV/A
lowest unoccupied orbital energy	-0.1739	Ha
molecular weight	778.69	g/mol
HOMO	-13.33	eV

The geometry in ORCA input format:
```
! RIJCOSX wB97M-V def2-TZVPD def2/J DEFGRID3
* xyz 2 1
Lu -0.34573 -0.89494 -0.45627
S 5.09567 -4.40955 -5.13148
N 4.09714 -5.04319 -4.03619
C 3.43682 -4.03064 -3.49151
C 2.41257 -4.14210 -2.46975
C 1.98636 -5.36290 -1.94884
C 1.00441 -5.36642 -0.98439
C 0.47747 -4.14681 -0.56370
N 0.88039 -2.97777 -1.04517
C 1.82847 -2.96369 -1.99474
C 2.22749 -1.65070 -2.52365
N 1.59180 -0.56758 -2.03251
C 1.93451 0.62571 -2.50839
C 2.92302 0.81272 -3.47089
C 3.57114 -0.28737 -3.97934
C 3.21771 -1.54996 -3.50378
C 3.82875 -2.77372 -3.99019
N 4.78241 -2.84428 -4.90814
H 2.42929 -6.27976 -2.31418
H 0.63399 -6.28764 -0.55960
H -0.30276 -4.10824 0.18586
H 1.37487 1.46421 -2.12193
H 3.15517 1.81012 -3.81475
H 4.33607 -0.19787 -4.73873
N -0.50821 1.15114 1.13219
C -0.32508 2.38904 0.35123
C -0.72595 3.66182 1.08913
C -0.26389 4.94764 0.38497
C -1.34080 6.01880 0.25968
N -2.42710 5.46375 -0.54282
C -3.68816 5.84115 -0.52726
N -4.05738 7.00768 0.01515
N -4.60718 5.02413 -1.04966
C -1.10232 2.12531 -0.95519
O -1.98923 2.89935 -1.33045
O -0.78561 1.04017 -1.53272
H -1.47595 1.09355 1.44616
H 0.07593 1.16066 1.96129
H 0.73872 2.43136 0.08588
H -0.30466 3.62938 2.09575
H -1.81339 3.65457 1.20645
H 0.08890 4.72073 -0.62596
H 0.58859 5.38606 0.90334
H -0.91508 6.89792 -0.23110
H -1.72476 6.32387 1.23805
H -2.24845 4.51360 -0.92373
H -3.36611 7.70688 0.22354
H -5.02099 7.29316 0.02323
H -4.32442 4.11689 -1.39000
H -5.53812 5.34075 -1.25500
C -0.77498 -3.09455 5.02493
N -1.34804 -2.67295 3.74972
C -2.76541 -2.92778 3.51682
C -0.57719 -2.28577 2.70562
N -1.01829 -2.06295 1.50961
N 0.77094 -2.14569 3.00444
C 1.78396 -1.61239 2.22291
N 3.00093 -1.69323 2.82616
N 1.57128 -1.06709 1.08002
H -1.58398 -3.39221 5.68278
H -0.25045 -2.27309 5.51888
H -0.10946 -3.95515 4.91514
H -3.25940 -3.03332 4.47699
H -2.92486 -3.83928 2.93581
H -3.23312 -2.08609 3.00476
H -2.02266 -2.19104 1.45298
H 1.04439 -2.40755 3.93509
H 3.16264 -2.32301 3.59304
H 3.81541 -1.42803 2.29984
H 2.44639 -0.75877 0.66530
O -2.67100 -0.51564 -0.16809
S -2.88802 -1.11183 -1.54466
N -1.68539 -1.78953 -2.05793
*
```

(3)
The following is a quantum chemistry calculation of a molecular structure, C7H12AgBBr6F4O3 at a distorted geometry, from OMol25.

Computed properties:
frontier orbital gap	2.96	eV
max |F|	1.9	eV/A
lowest unoccupied orbital energy	0.1012	Ha
molecular weight	818.27	g/mol
HOMO	-0.21	eV

The geometry in ORCA input format:
```
! RIJCOSX wB97M-V def2-TZVPD def2/J DEFGRID3
* xyz -2 1
Ag 1.57237 -0.10030 1.35618
C 3.81341 2.27591 4.94171
O 3.87366 2.66301 3.72005
O 3.75122 1.01781 5.01029
O 3.88630 3.06748 5.88625
B 5.90734 -1.37950 -1.11012
F 4.91228 -0.51747 -1.54758
F 5.48616 -2.05535 0.03281
F 6.17255 -2.38120 -2.05916
F 7.04403 -0.62504 -0.94567
Br -5.04374 3.25392 -3.31492
C -3.78841 3.36186 -4.88012
C -2.82176 2.19095 -4.82801
Br -1.44298 2.57923 -3.46724
H -3.33531 4.35275 -4.91087
H -4.44856 3.41781 -5.74567
H -2.22976 1.96470 -5.71483
H -3.38812 1.30069 -4.55459
Br 0.42343 -5.75071 -0.17462
C 1.16085 -6.38662 -1.87870
C 0.87656 -7.89404 -2.01312
Br -1.09201 -8.23095 -2.25879
H 2.24222 -6.26406 -1.81782
H 0.83121 -5.86043 -2.77455
H 1.18832 -8.45292 -1.13078
H 1.39094 -8.27590 -2.89501
Br -3.12618 1.93778 3.84135
C -3.88757 3.60618 4.63114
C -2.78295 4.65621 4.65804
Br -3.45679 6.31479 5.48851
H -4.32287 3.39552 5.60799
H -4.75859 3.86137 4.02757
H -2.56141 4.88941 3.61658
H -2.04584 4.06710 5.20369
*
```

(4)
The following is a quantum chemistry calculation of a single C6H13NO2 molecule at a distorted geometry, from OMol25.

Computed properties:
frontier orbital gap	9.05	eV
max |F|	5.5	eV/A
structure (SMILES)	[H]/N=C(/C)C[C@](C)(O)CO
lowest unoccupied orbital energy	0.0255	Ha
molecular weight	131.18	g/mol
HOMO	-8.36	eV

The geometry in ORCA input format:
```
! RIJCOSX wB97M-V def2-TZVPD def2/J DEFGRID3
* xyz 0 1
C -0.65816 -0.45917 0.23967
C -1.96119 -1.04913 -0.97616
C 0.32297 -0.05361 -0.74666
C -1.30311 0.60856 1.09102
C 2.61063 1.52488 -0.68298
C 1.77249 0.62409 0.17848
O -0.38191 -1.59956 0.98063
O -2.98606 -1.57019 -0.18427
N 2.14146 0.42889 1.36387
H 0.56571 -1.75550 1.06326
H -2.59545 -2.23542 0.39668
H 1.55242 -0.18461 1.92599
H -2.36538 -0.21142 -1.54047
H -1.51087 -1.80988 -1.62426
H 0.77688 -0.87961 -1.29015
H -0.00290 0.76049 -1.38551
H -1.46286 1.51293 0.50978
H -2.27112 0.24173 1.43268
H -0.68787 0.84426 1.95776
H 2.84765 1.03332 -1.62688
H 3.53901 1.79070 -0.17592
H 2.05767 2.43824 -0.90655
*
```

(5)
The following is a quantum chemistry calculation of a molecular structure, C23H38N6O4PbSSi3, from OMol25.

Computed properties:
frontier orbital gap	8.87	eV
max |F|	0.1	eV/A
lowest unoccupied orbital energy	-0.2151	Ha
molecular weight	786.12	g/mol
HOMO	-14.72	eV

The geometry in ORCA input format:
```
! RIJCOSX wB97M-V def2-TZVPD def2/J DEFGRID3
* xyz 2 1
Pb -1.21539 -0.67356 -1.11100
O 0.06257 5.35052 -3.40422
C -1.01857 4.80609 -3.93754
O -1.71745 5.37413 -4.72474
C -1.37873 3.39157 -3.55733
C -2.43873 2.76665 -4.18253
N -2.54158 1.53834 -3.66055
N -1.62478 1.30736 -2.71370
C -0.91461 2.43365 -2.63702
C 0.20765 2.53397 -1.67900
O 1.00726 3.42904 -1.71566
O 0.23912 1.54262 -0.76869
H 0.54370 4.73371 -2.82386
H -3.09755 3.14091 -4.94889
H -3.23356 0.84078 -3.88290
C 1.92627 3.43869 3.72235
Si 0.52642 2.70915 2.72760
C 0.03182 3.90541 1.36868
C -1.00231 2.63571 3.81197
C 1.12003 0.98488 2.01397
Si -0.04554 -0.42318 2.53545
C 0.11547 -0.73478 4.37125
C 0.43073 -2.07680 1.74383
C -1.85577 -0.08441 2.08334
Si 1.61668 1.14446 0.24288
C 3.08825 2.22259 -0.07317
C 2.49172 0.59756 2.68597
C 2.04179 -0.50972 -0.62355
C 3.33122 -1.01829 -0.52368
C 3.69853 -2.16205 -1.21689
C 2.76270 -2.77719 -2.03018
C 1.49435 -2.23603 -2.09599
N 1.13587 -1.14131 -1.41170
H 1.58839 4.39477 4.12896
H 2.82172 3.63838 3.13114
H 2.21448 2.81205 4.56782
H -0.20013 4.85178 1.86526
H -0.88910 3.58682 0.87183
H 0.77701 4.12775 0.60747
H -1.09398 3.63456 4.24899
H -0.96616 1.93510 4.64351
H -1.91841 2.46051 3.24931
H 0.97706 -1.36661 4.59372
H -0.77094 -1.27178 4.71914
H 0.20533 0.17030 4.96964
H 1.50606 -2.26449 1.77333
H 0.10768 -2.24455 0.71279
H -0.04611 -2.85946 2.34103
H -2.40469 0.18531 2.98660
H -2.34405 -0.98370 1.69366
H -2.01601 0.74560 1.38758
H 2.96525 3.23071 0.31879
H 3.30605 2.29703 -1.13780
H 3.96025 1.78229 0.41592
H 2.37321 0.45137 3.75880
H 3.24998 1.37020 2.56304
H 2.89924 -0.33768 2.28837
H 4.06219 -0.50945 0.09020
H 4.70283 -2.55572 -1.13343
H 3.00467 -3.65748 -2.60806
H 0.73452 -2.68331 -2.72121
C -3.26930 -5.78891 0.11193
C -1.84906 -5.42144 -0.32642
C -1.84609 -4.51502 -1.51097
N -1.58156 -3.25637 -1.47589
N -1.69237 -2.61653 -2.69740
C -2.04215 -3.43458 -3.66257
N -2.20987 -3.06672 -4.93971
S -2.26639 -5.05995 -3.11069
H -3.23037 -6.44010 0.98264
H -3.80546 -6.31935 -0.67532
H -3.84033 -4.89878 0.37512
H -1.28286 -6.32339 -0.56643
H -1.31439 -4.90548 0.47188
H -1.93506 -2.14522 -5.23272
H -2.42867 -3.73893 -5.65430
*
```

(6)
The following is a quantum chemistry calculation of 3 unconnected molecules or ions with the total composition C2H6NO2 at a distorted geometry, from OMol25.

Computed properties:
frontier orbital gap	5.43	eV
max |F|	4.2	eV/A
lowest unoccupied orbital energy	-0.3473	Ha
molecular weight	76.07	g/mol
HOMO	-14.88	eV

The geometry in ORCA input format:
```
! RIJCOSX wB97M-V def2-TZVPD def2/J DEFGRID3
* xyz 1 1
O -1.93861 0.65692 0.04896
C 0.16077 -0.48999 -0.11512
O -0.02453 -1.38669 0.61602
C 0.10666 0.18205 -1.29744
N 1.84156 0.67185 0.46215
H 0.55630 -0.27139 1.13799
H 0.98284 0.18981 -1.96044
H -0.81147 0.76290 -1.50868
H 2.85274 0.72203 0.68748
H -2.85009 0.55980 0.37056
H 1.36597 1.53966 0.68894
*
```

(7)
The following is a quantum chemistry calculation of 2 unconnected molecules or ions with the total composition C2H3IOS at a distorted geometry, from OMol25.

Computed properties:
frontier orbital gap (spin up / spin down)	6.51 / 6.52	eV
max |F|	2.7	eV/A
lowest unoccupied orbital energy (spin up / spin down)	-0.0528 / -0.0529	Ha
molecular weight	202.02	g/mol
HOMO (spin up / spin down)	-7.94 / -7.95	eV

The geometry in ORCA input format:
```
! RIJCOSX wB97M-V def2-TZVPD def2/J DEFGRID3
* xyz 0 1
C -0.30150 1.85955 0.23945
C 0.24550 -1.24479 -0.37550
O -0.03491 -0.22707 -1.15221
S -0.02730 3.15087 -0.53481
I -0.75462 0.96907 2.00806
H 0.01824 -0.77595 0.63575
H 1.30319 -1.57066 -0.45460
H -0.44860 -2.16101 -0.36614
*
```

(8)
The following is a quantum chemistry calculation of a molecular structure, C10H20Cl2FHfO9 at a distorted geometry, from OMol25.

Computed properties:
frontier orbital gap	1.32	eV
max |F|	4.7	eV/A
lowest unoccupied orbital energy	-0.5684	Ha
molecular weight	552.66	g/mol
HOMO	-16.79	eV

The geometry in ORCA input format:
```
! RIJCOSX wB97M-V def2-TZVPD def2/J DEFGRID3
* xyz 3 1
Hf 0.25996 3.54307 1.07968
F 0.43926 0.42340 -1.63396
C -0.11384 -3.77207 2.45257
O -0.36798 -3.53634 3.82753
C -0.55269 -2.30541 4.27270
O -0.56052 -1.28983 3.56352
O -0.76733 -2.36451 5.56879
C -1.40476 -1.25504 6.16229
H -1.07906 -3.78701 1.94637
H 0.31509 -4.76609 2.32590
H 0.60973 -3.08874 2.00803
H -1.85302 -0.46703 5.55715
H -0.65206 -0.86028 6.84472
H -2.22908 -1.57766 6.79832
C -6.09826 -0.28826 -0.18270
O -6.81016 0.50885 0.78049
C -6.27787 1.58204 1.38267
O -5.08431 1.95213 1.23349
O -7.16172 2.27355 2.14143
C -8.42692 1.76915 2.46679
H -5.44827 0.40294 -0.71922
H -6.72126 -0.64431 -1.00318
H -5.59875 -1.17615 0.20495
H -8.40634 1.07822 3.30957
H -8.87797 1.35374 1.56563
H -9.06501 2.60626 2.75001
C 6.95880 0.78426 -2.49909
O 7.29850 2.11937 -2.73207
C 6.39495 3.13227 -2.49541
O 5.40459 3.06957 -1.68840
O 6.79820 4.31354 -3.02032
C 7.80464 4.50375 -3.98543
H 5.93405 0.53519 -2.77468
H 7.06077 0.50855 -1.44948
H 7.64872 0.14571 -3.05081
H 7.96413 3.69683 -4.70065
H 8.83749 4.57974 -3.64554
H 7.68189 5.39811 -4.59629
C 1.19034 -3.70400 -5.53898
Cl 2.17026 -4.84801 -4.58177
Cl 0.89119 -4.26861 -7.23453
H 0.22933 -3.55026 -5.04813
H 1.66528 -2.73064 -5.66198
*
```

| no. | electronic energy (hartree) |
| --- | --- |
| 1 | -382.9054 |
| 2 | -3881.0418 |
| 3 | -16515.1258 |
| 4 | -441.5668 |
| 5 | -2987.9368 |
| 6 | -284.3439 |
| 7 | -848.9348 |
| 8 | -2136.6993 |